(1)
Density functional theory data (ωB97M-V/def2-TZVPD) for C25H43MnN2O2S3Se2 as an isolated structure.

Calculated values
DFT total energy = -8386.6731 a.u.
charge = +1
multiplicity = 6
HOMO-LUMO gap (spin up / spin down) = 8.48 / 8.67 eV
LUMO level (spin up / spin down) = -1.77 / -1.78 eV
relative energy (zero: lowest compared OMol25 entry of this formula, charge and spin) = 16.80 kJ/mol
expectation value of S² = 8.756

The geometry in XYZ format:
```
78
Properties=species:S:1:pos:R:3:forces:R:3
Se 1.320 -2.502 -2.272 0.09 -0.01 -0.01
Se 3.013 -0.351 -0.155 0.01 0.11 -0.21
Mn 0.091 -0.084 -1.046 0.07 0.05 0.22
S 1.058 0.950 -3.353 0.04 -0.04 0.05
S -2.054 1.765 -2.160 0.01 0.00 0.02
S 0.665 2.802 -0.530 0.19 -0.02 0.07
O -1.474 -1.123 -1.135 -0.29 -0.19 -0.11
O 0.292 0.145 1.067 -0.09 -0.02 -0.06
N -0.265 0.433 3.264 0.09 0.26 0.11
N -1.422 0.487 4.018 0.00 -0.14 0.15
C -3.824 -1.543 -1.014 -0.09 0.07 -0.02
C 3.794 -0.953 -1.841 0.02 -0.07 0.15
C -0.596 0.306 1.941 0.06 -0.17 -0.16
C 1.225 -0.765 4.778 -0.01 -0.07 0.05
C 3.368 0.722 3.822 -0.01 0.02 -0.02
C 3.205 -2.002 0.854 -0.09 0.08 0.05
C -0.430 1.204 -4.359 0.00 0.02 0.09
C 2.029 2.990 -1.703 -0.10 0.00 0.02
C -2.427 -2.148 -1.163 0.11 0.04 0.11
C -0.546 3.967 -1.212 0.02 -0.07 0.05
C -2.469 0.476 3.160 -0.07 -0.03 0.04
C -1.432 0.995 5.384 -0.01 0.08 -0.12
C -3.862 0.609 3.669 0.00 0.01 -0.02
C -1.942 3.364 -1.324 -0.01 -0.05 -0.03
C -2.347 -2.910 -2.488 0.03 0.07 -0.10
C 3.270 -2.287 -2.346 -0.14 -0.02 -0.02
C 1.028 0.219 3.819 -0.08 -0.12 -0.02
C 3.575 -0.246 4.797 -0.04 -0.01 0.01
C 2.092 0.969 3.337 0.03 0.04 -0.04
C -2.014 0.344 1.874 0.02 0.11 -0.05
C 1.021 -2.568 -4.192 -0.02 0.05 0.03
C -2.161 -3.120 -0.012 0.03 -0.04 0.06
C -1.465 2.187 -3.824 -0.04 -0.07 0.03
C 2.501 -0.984 5.278 0.00 0.01 -0.03
C 1.712 2.631 -3.152 0.02 -0.06 0.03
H -2.587 0.237 0.967 0.03 -0.02 0.09
H -1.088 3.209 -3.816 0.02 -0.02 -0.03
H 2.398 4.015 -1.656 0.06 0.01 -0.03
H -2.320 2.169 -4.498 0.00 0.04 -0.07
H -1.131 -3.481 -0.076 -0.05 -0.03 0.01
H 3.123 -1.734 1.906 -0.03 0.00 -0.02
H -2.350 3.158 -0.332 0.01 0.04 0.02
H 2.815 2.344 -1.306 0.01 0.03 -0.02
H -4.072 -0.134 4.440 0.01 0.02 -0.02
H -2.288 -2.608 0.946 0.03 -0.02 -0.04
H 2.657 -1.747 6.030 0.00 0.03 -0.02
H 4.874 -1.006 -1.714 0.06 0.00 -0.03
H -0.859 0.202 -4.424 -0.01 0.01 -0.02
H 1.536 -3.431 -4.603 -0.01 -0.02 -0.02
H -0.111 1.497 -5.359 -0.05 0.01 -0.05
H -1.414 -3.479 -2.538 -0.01 0.02 -0.03
H 0.387 -1.363 5.121 0.04 0.04 -0.02
H 2.423 -2.710 0.593 0.00 -0.03 -0.01
H -4.565 0.469 2.851 0.02 0.00 0.03
H -2.377 -2.197 -3.319 -0.02 -0.06 0.02
H -2.611 4.076 -1.808 -0.02 0.04 0.03
H 3.574 -0.154 -2.545 -0.01 0.05 -0.08
H -3.945 -0.715 -1.717 -0.02 -0.06 0.02
H -4.603 -2.285 -1.210 0.02 0.04 0.05
H 0.994 3.323 -3.586 0.02 0.03 0.00
H -0.578 4.837 -0.558 -0.04 0.05 -0.04
H 3.690 -3.114 -1.781 0.06 -0.01 0.05
H -0.050 -2.678 -4.341 -0.01 0.01 -0.02
H -2.837 -3.981 -0.041 0.04 0.07 0.01
H -3.176 -3.614 -2.604 0.08 0.04 0.02
H -1.927 0.287 6.046 -0.01 -0.03 -0.01
H 4.203 1.297 3.440 -0.02 -0.01 0.02
H -3.973 -1.161 0.001 0.02 0.00 -0.10
H 1.378 -1.652 -4.658 -0.01 -0.01 0.00
H 2.624 2.701 -3.744 0.01 0.04 -0.01
H -1.943 1.957 5.434 0.01 0.00 -0.02
H -0.410 1.129 5.724 0.02 -0.03 -0.03
H 3.549 -2.425 -3.390 0.05 -0.04 0.01
H 4.190 -2.418 0.663 0.02 0.00 0.02
H -0.184 4.306 -2.181 -0.04 0.03 0.00
H 4.571 -0.423 5.183 -0.04 0.00 -0.02
H -4.033 1.598 4.102 0.02 -0.03 -0.02
H 1.916 1.721 2.578 0.00 -0.02 0.04
```
Forces are in eV/Å.

(2)
Density functional theory data (ωB97M-V/def2-TZVPD) for one molecule with the formula C6H17N2 in a non-equilibrium geometry.

Calculated values
DFT total energy = -348.1692 a.u.
multiplicity = 2
HOMO-LUMO gap (spin up / spin down) = 3.78 / 10.09 eV
LUMO level (spin up / spin down) = 0.94 / 0.70 eV
relative energy (zero: lowest compared OMol25 entry of this formula, charge and spin) = 183.49 kJ/mol
expectation value of S² = 0.751

The geometry in XYZ format:
```
25
Properties=species:S:1:pos:R:3:forces:R:3
N 1.422 0.256 -0.781 -0.15 0.21 0.72
N -0.239 -0.470 1.358 -0.34 0.12 -0.35
C -2.211 -2.050 1.622 -0.46 -0.11 -0.64
C -0.202 1.933 -1.641 -0.04 0.27 -0.12
C -0.694 -1.846 1.549 -0.18 0.14 0.00
C -0.792 0.187 0.169 -0.20 0.56 0.27
C 2.457 0.849 -1.653 -0.07 0.02 0.36
C 0.229 1.146 -0.423 1.21 -0.72 -0.53
H 0.678 1.810 0.316 -0.50 0.09 0.21
H 3.367 0.273 -1.498 0.05 -0.03 -0.25
H -0.229 -2.185 2.465 0.10 -0.16 0.21
H -0.203 1.350 -2.562 -0.27 -0.17 0.20
H -2.487 -2.696 2.443 -0.12 0.14 0.50
H 2.111 0.842 -2.666 -0.06 -0.36 -0.68
H 1.881 -0.009 0.114 -0.05 -0.06 0.05
H -2.652 -2.554 0.754 0.43 0.07 -0.15
H 0.469 2.771 -1.823 0.08 0.04 0.06
H -1.701 0.740 0.410 -0.14 0.18 -0.08
H 2.609 1.885 -1.391 0.18 0.19 0.37
H -1.074 -0.516 -0.612 0.08 -0.33 0.06
H -0.293 -2.447 0.747 0.31 -0.15 -0.29
H 1.072 -0.689 -1.156 0.20 0.16 -0.46
H -1.185 2.363 -1.466 -0.25 -0.02 -0.04
H -0.541 0.083 2.152 0.21 -0.08 0.14
H -2.747 -1.100 1.654 0.01 0.01 0.46
```
Forces are in eV/Å.

(3)
Density functional theory data (ωB97M-V/def2-TZVPD) for a 2-piece molecular cluster, C4H8O2 overall.

Calculated values
DFT total energy = -307.5360 a.u.
HOMO-LUMO gap (spin up / spin down) = 8.35 / 8.30 eV
LUMO level (spin up / spin down) = 0.59 / 0.57 eV
relative energy (zero: lowest compared OMol25 entry of this formula, charge and spin) = 463.33 kJ/mol

The geometry in XYZ format:
```
14
Properties=species:S:1:pos:R:3:forces:R:3
O 1.795 -1.028 -1.004 -0.27 0.43 0.11
O -1.713 -0.282 0.752 -0.21 0.60 0.44
C 1.210 -0.015 -0.691 0.17 -0.23 -0.08
C 1.879 1.181 -0.072 0.08 -0.14 -0.02
C -2.208 -0.027 -0.424 -0.30 -0.02 -0.57
C -0.908 -1.221 1.131 0.40 -0.62 0.11
H 0.119 0.094 -0.881 0.13 -0.01 -0.02
H -0.609 -2.000 0.437 -0.07 0.12 0.08
H 2.937 0.964 0.068 -0.03 0.09 0.02
H 1.411 1.420 0.887 -0.02 -0.05 -0.06
H -2.138 -0.771 -1.210 0.06 0.08 0.10
H -0.664 -1.203 2.181 0.01 -0.04 -0.10
H -2.863 0.830 -0.455 0.06 -0.13 -0.02
H 1.753 2.056 -0.717 -0.01 -0.09 0.02
```
Forces are in eV/Å.

(4)
Density functional theory data (ωB97M-V/def2-TZVPD) for one molecule with the formula C5H6FNOS2 in a non-equilibrium geometry.

Calculated values
DFT total energy = -1220.1305 a.u.
HOMO-LUMO gap = 7.07 eV
LUMO level = -1.74 eV
relative energy (zero: lowest compared OMol25 entry of this formula, charge and spin) = 534.63 kJ/mol

The geometry in XYZ format:
```
16
Properties=species:S:1:pos:R:3:forces:R:3
S 0.766 0.080 -0.466 -2.09 -0.65 -0.49
S 3.127 -1.778 0.396 -1.50 1.61 -0.20
F -2.514 0.281 1.262 0.98 0.74 -0.45
O -2.049 0.818 -0.940 0.92 -0.23 1.04
N 3.010 0.819 0.419 2.75 1.54 0.30
C -0.371 -0.466 0.604 0.35 0.86 -0.62
C 2.456 1.945 0.020 0.45 0.85 0.38
C 2.334 -0.324 0.209 0.26 -3.98 0.17
C -2.509 -1.344 -0.347 -0.70 1.24 0.64
C -1.755 -0.081 0.097 -2.17 -1.86 0.33
H -1.451 1.548 -0.818 0.24 0.97 -0.15
H -2.190 -2.210 0.127 0.84 -1.57 1.06
H -2.366 -1.458 -1.385 -0.22 -0.17 -1.31
H 3.080 2.856 0.131 0.29 -0.76 0.16
H 3.992 0.511 0.712 -1.00 1.39 -0.14
H -3.561 -1.196 -0.019 0.62 0.03 -0.72
```
Forces are in eV/Å.

(5)
Density functional theory data (ωB97M-V/def2-TZVPD) for a 2-piece molecular cluster, C18H18F4N overall in a non-equilibrium geometry.

Calculated values
DFT total energy = -1150.6505 a.u.
charge = +1
HOMO-LUMO gap = 5.30 eV
LUMO level = -6.39 eV
relative energy (zero: lowest compared OMol25 entry of this formula, charge and spin) = 0.00 kJ/mol

The geometry in XYZ format:
```
41
Properties=species:S:1:pos:R:3:forces:R:3
F 2.245 -2.439 2.185 -0.60 -0.40 0.16
F 0.987 -2.982 3.911 0.19 0.01 -1.28
F 0.777 -4.089 2.012 0.35 1.11 0.47
F -1.802 4.513 -2.694 0.95 -0.71 1.12
N 0.242 -0.540 2.547 0.68 0.10 0.58
C -0.864 4.639 -0.521 0.44 -0.51 0.35
C 1.610 -1.432 -1.751 -0.05 0.28 0.15
C 0.996 -2.849 2.555 -0.03 -0.55 0.64
C 1.047 -2.353 -3.912 0.13 0.26 0.58
C -0.046 -1.857 2.071 0.02 -0.07 -0.63
C 0.484 2.792 0.268 0.12 -0.47 -0.17
C 0.357 -1.174 -4.228 -0.12 0.49 0.17
C 0.292 -0.121 -3.319 -0.02 -0.36 -0.14
C 1.680 -2.471 -2.664 0.01 -0.03 -0.01
C -2.075 -0.801 2.926 -0.04 0.18 0.00
C 0.894 0.764 -1.003 0.06 0.00 -0.77
C 0.299 2.054 -0.944 -0.34 0.97 0.27
C -0.952 0.239 2.723 -0.57 0.55 0.08
C 0.907 -0.217 -2.034 0.15 -0.47 -0.08
C -0.081 4.040 0.476 -0.07 0.11 -0.06
C -0.476 2.689 -1.963 -0.07 0.26 0.49
C -1.468 -2.165 2.569 0.32 -0.21 0.02
C -1.032 3.935 -1.709 -0.59 0.02 -1.30
H 0.086 4.556 1.424 -0.07 -0.15 -0.34
H 0.002 -1.895 0.968 -0.10 -0.31 0.03
H 2.102 -1.512 -0.778 -0.10 -0.14 -0.28
H -2.020 -2.684 1.783 0.00 -0.03 0.31
H -1.319 5.617 -0.380 0.06 -0.23 -0.11
H 1.042 -0.076 2.138 -0.12 -0.11 0.11
H 2.229 -3.378 -2.402 -0.21 0.31 -0.13
H 1.475 0.499 -0.113 -0.25 -0.01 -0.23
H -1.170 0.886 1.850 -0.04 -0.16 0.16
H 1.100 2.333 1.044 -0.21 0.20 -0.11
H -0.139 -1.074 -5.197 0.21 -0.03 0.36
H -1.408 -2.788 3.469 -0.09 -0.02 -0.35
H -0.874 0.899 3.602 0.07 -0.15 -0.30
H -2.402 -0.806 3.972 -0.08 0.08 -0.35
H -0.245 0.776 -3.603 0.15 -0.45 -0.10
H 1.095 -3.172 -4.629 -0.02 0.22 0.17
H -0.648 2.222 -2.922 -0.14 0.40 0.22
H -2.924 -0.575 2.274 0.04 0.02 0.30
```
Forces are in eV/Å.

(6)
Density functional theory data (ωB97M-V/def2-TZVPD) for a 2-piece molecular cluster, C3H3N3S2 overall in a non-equilibrium geometry.

Calculated values
DFT total energy = -1076.5706 a.u.
HOMO-LUMO gap = 7.06 eV
LUMO level = -1.76 eV
relative energy (zero: lowest compared OMol25 entry of this formula, charge and spin) = 461.27 kJ/mol

The geometry in XYZ format:
```
11
Properties=species:S:1:pos:R:3:forces:R:3
S 1.748 1.194 1.835 0.14 0.71 0.12
S -1.069 -0.839 2.106 0.60 0.67 0.23
N -1.090 -0.731 -1.584 2.23 -0.59 -4.31
N 1.460 0.767 0.221 0.84 1.28 0.31
N 0.264 -0.293 -1.470 -2.06 4.78 -5.66
C 0.430 0.148 -0.183 -0.18 -0.34 2.82
C -1.478 -1.095 -0.477 -3.58 -1.74 1.89
C -0.719 -0.515 0.556 1.05 -0.61 1.99
H 2.708 2.292 1.822 -1.25 -1.78 -0.97
H 0.140 0.834 -2.454 1.04 -3.74 3.51
H -2.394 -1.763 -0.372 1.16 1.35 0.08
```
Forces are in eV/Å.